A cluster of 12 separate species, C45H125N13O12 in total at a distorted geometry, computed with ωB97M-V/def2-TZVPD.

```
195
Properties=species:S:1:pos:R:3:forces:R:3
C -3.605031 2.272097 -5.841776 -0.1 1.5 0.1
O -2.606701 2.364717 -4.860786 0.7 0.0 -0.4
C -1.493741 1.540627 -5.145156 0.0 -0.1 0.6
C -0.300461 1.866347 -4.191166 0.3 -1.5 0.2
C 0.876919 0.952837 -4.477526 0.5 0.2 -1.0
N -0.604271 1.617397 -2.739756 -1.1 1.1 -2.5
H -4.109841 3.227167 -5.696456 -1.0 -0.4 0.1
H -4.225051 1.380247 -5.750916 -0.1 0.0 0.1
H -3.243161 2.398607 -6.862146 0.5 -0.5 -0.1
H -1.892241 0.531437 -5.041096 0.6 -0.6 0.6
H -1.270911 1.568637 -6.211776 0.6 0.6 -0.1
H 0.116459 2.866667 -4.307926 -0.7 0.3 0.1
H 1.549099 0.922567 -3.619996 -0.1 -0.1 -0.1
H 1.433439 1.405817 -5.298006 0.1 -0.3 -0.1
H 0.645089 -0.066123 -4.787486 -0.2 -0.1 0.2
H -0.952371 0.669657 -2.766446 -0.4 -0.5 0.2
H -1.422611 2.192707 -2.600316 -0.3 0.0 0.6
C 2.905029 7.373717 1.357304 -1.0 2.3 -1.6
O 2.286999 6.254137 0.747844 1.7 1.4 1.5
C 2.840889 5.060067 1.199384 -1.3 -0.5 -0.9
C 1.801109 4.087547 0.789034 -2.1 1.0 -1.6
C 0.383689 4.278097 1.388064 0.6 1.8 -1.7
N 2.219369 2.817947 1.033044 1.6 -3.8 2.0
H 2.565929 8.186097 0.714524 -0.2 0.3 0.0
H 3.977439 7.551857 1.277934 0.4 -1.2 0.1
H 2.548249 7.694457 2.336044 -0.1 -0.8 0.4
H 3.788779 4.807447 0.724214 0.3 0.2 -0.1
H 2.952439 4.927317 2.275504 0.1 0.6 0.5
H 1.626119 3.976537 -0.281086 0.2 1.7 -0.6
H -0.016291 5.035267 0.713664 -0.4 0.6 0.6
H 0.448459 4.666297 2.404524 -0.4 -0.4 0.2
H -0.280021 3.445067 1.156404 0.4 -0.4 0.7
H 1.814319 2.669207 1.946234 0.4 -1.2 0.7
H 1.616739 2.285727 0.421754 -0.2 -1.2 0.1
C -5.276831 -6.192553 3.317524 -0.1 -0.8 -1.3
O -6.022151 -4.988893 3.031824 1.5 -1.0 1.6
C -5.747181 -4.607313 1.692964 -0.1 -0.6 0.7
C -4.401561 -3.863083 1.456074 0.1 2.2 0.2
C -4.594521 -2.340773 1.739764 -0.3 0.0 1.1
N -3.968051 -3.976133 0.100714 0.2 -0.6 -2.3
H -4.265271 -6.178363 2.911754 0.3 0.5 0.1
H -5.727721 -7.004413 2.746834 -0.4 -0.2 -0.3
H -5.184081 -6.649783 4.302634 -0.6 1.3 0.6
H -5.787551 -5.542403 1.134324 0.2 0.1 -0.7
H -6.658451 -4.043933 1.492264 0.5 0.5 -0.8
H -3.506231 -4.222023 1.963644 -0.8 -0.3 1.5
H -5.501621 -1.967633 1.264314 -0.2 -0.2 0.1
H -3.839711 -1.590903 1.503014 0.7 -0.7 -0.8
H -4.644181 -2.141383 2.810214 -0.7 -0.4 0.2
H -3.459601 -3.162803 -0.215626 -0.2 0.5 0.2
H -3.242011 -4.675843 0.042674 -0.2 -0.5 -0.2
C 4.957669 -4.911273 -4.960576 0.6 1.8 0.6
O 5.157959 -3.649863 -4.169126 -0.5 -1.1 -1.4
C 4.046469 -3.318233 -3.349496 -0.1 -0.5 0.3
C 4.046069 -1.887483 -2.828426 1.2 1.4 -0.6
C 2.930409 -1.495233 -1.914866 -0.9 -0.5 1.3
N 4.070299 -0.883083 -3.878536 -0.5 -0.8 -1.6
H 4.829499 -5.806913 -4.352706 0.1 0.2 0.4
H 5.869069 -4.980403 -5.554436 -0.1 -0.1 0.2
H 4.119829 -4.847613 -5.654886 -0.2 0.3 0.1
H 3.107229 -3.508543 -3.868826 -0.2 -0.1 -0.2
H 4.151109 -3.988653 -2.496446 -0.6 0.0 0.4
H 4.983179 -1.727583 -2.295176 0.2 -0.6 0.7
H 3.166649 -0.592653 -1.351266 0.5 0.0 0.1
H 2.739369 -2.274723 -1.177296 0.0 0.0 0.3
H 1.961969 -1.235443 -2.342336 0.1 -0.4 -0.8
H 4.707899 -1.205583 -4.592366 0.1 -0.1 -0.4
H 4.448639 0.013737 -3.608936 -0.2 0.0 0.4
C 2.118669 -4.668593 3.111764 -0.8 0.4 0.7
O 2.058159 -4.891423 1.757154 -0.7 -1.5 -2.0
C 0.990549 -5.817003 1.361524 2.4 -0.1 -0.7
C 1.220219 -5.970653 -0.138026 0.7 -0.2 -0.6
C 0.880579 -4.740713 -0.942186 -0.4 0.2 0.3
N 0.532299 -7.141283 -0.742386 -0.1 1.0 0.7
H 2.974819 -4.044853 3.368764 -0.4 0.4 -0.2
H 2.227939 -5.567893 3.717924 -0.2 -0.4 0.0
H 1.135469 -4.217153 3.244464 0.2 0.5 1.6
H 1.197829 -6.797913 1.789244 0.1 -0.1 0.4
H -0.044491 -5.596583 1.622684 -0.1 0.9 0.2
H 2.295179 -6.072283 -0.287146 0.1 -0.5 0.3
H 1.289429 -3.821163 -0.523416 0.2 -0.2 0.2
H -0.201611 -4.613543 -0.913826 -0.2 0.1 -0.5
H 1.284129 -4.881813 -1.944856 -0.3 0.1 0.0
H -0.369961 -7.055363 -0.296696 -0.8 -0.5 -0.4
H 0.898079 -8.009073 -0.377366 0.3 -0.1 0.1
C -0.199401 -4.254233 -3.961086 -1.2 1.1 -0.5
O -1.019771 -3.713483 -5.104456 2.0 -2.2 0.8
C -1.634571 -2.503483 -4.904426 -1.0 1.2 1.2
C -2.680381 -2.539683 -3.704616 -1.1 -0.5 -2.0
C -3.791611 -3.724203 -3.793226 1.6 1.2 1.0
N -3.317601 -1.197503 -3.588666 0.4 -0.6 0.1
H 0.339729 -3.447453 -3.464566 -0.1 0.3 -0.1
H 0.545869 -5.007023 -4.217946 -0.3 0.2 -1.0
H -0.832021 -4.732223 -3.213146 -0.3 0.1 -0.1
H -0.955801 -1.664003 -4.753896 0.8 -0.1 1.1
H -1.987641 -2.095193 -5.851386 -1.0 -0.9 -0.4
H -2.036301 -2.754993 -2.852036 -0.4 0.2 0.4
H -4.369581 -3.674353 -2.870426 0.1 0.0 0.3
H -3.224541 -4.654413 -3.757906 -0.4 -0.2 -0.4
H -4.564171 -3.685823 -4.561196 0.6 0.2 -0.6
H -3.852781 -1.049163 -4.432276 0.2 0.1 -0.6
H -4.075361 -1.268663 -2.924706 0.0 0.0 0.6
C -0.921221 -2.395393 1.590664 2.0 -0.6 0.0
O -1.228141 -2.187973 0.248254 -0.6 1.3 -1.5
C -0.461501 -1.177753 -0.517536 0.0 -0.4 2.5
C 0.015619 0.063087 0.390004 -1.8 -0.4 -0.2
C -1.251751 0.757767 1.097794 0.4 -0.9 -0.2
N 0.613249 1.045717 -0.442556 0.6 0.6 0.1
H -1.075591 -1.563203 2.277494 -1.0 -0.2 0.1
H 0.145319 -2.566813 1.736354 0.7 0.0 -0.3
H -1.286751 -3.394173 1.829254 -0.9 0.4 0.5
H 0.350449 -1.747753 -0.969126 0.5 0.4 0.2
H -1.068681 -0.833613 -1.354786 -0.5 0.0 0.3
H 0.860849 -0.201443 1.025384 -0.7 -0.7 0.8
H -1.060621 1.527927 1.845064 0.7 0.1 -0.2
H -1.947811 0.111777 1.632874 0.3 -0.6 -0.2
H -1.896451 1.213257 0.346144 0.2 0.1 -0.3
H 1.505969 0.707037 -0.771886 0.0 0.0 -0.5
H 0.034719 1.340937 -1.216026 0.4 0.1 -0.3
C -3.208941 3.304537 3.388434 -1.8 -1.2 -0.1
O -2.464051 3.321507 4.586004 0.3 0.3 -1.8
C -1.830101 4.574367 4.768694 1.5 -0.5 0.1
C -2.480501 5.354147 5.851704 -0.8 -1.3 1.9
C -3.475031 6.350577 5.391444 0.1 1.5 -0.7
N -1.580841 5.932787 6.830114 0.1 1.1 0.0
H -4.139711 3.848837 3.548174 -0.1 0.5 -0.3
H -3.565921 2.298217 3.169374 0.2 -0.4 0.6
H -2.799551 3.552237 2.409074 1.0 0.8 0.4
H -0.813091 4.320627 5.067714 0.2 0.0 0.2
H -1.688061 5.201097 3.888284 -0.4 -0.3 -0.6
H -3.116361 4.616577 6.341364 0.3 -0.4 0.6
H -3.737731 7.092097 6.145924 -0.2 -0.4 0.4
H -4.375821 5.873557 5.005284 0.1 0.2 -0.2
H -2.969621 6.956827 4.639704 -0.4 0.1 -0.6
H -1.385181 6.874757 6.522694 0.1 0.4 0.2
H -0.668651 5.513167 6.939344 -0.1 -0.6 -0.2
C -4.909441 0.395887 -0.524086 -0.6 1.0 1.0
O -4.491811 1.762037 -0.355946 0.5 -1.2 0.1
C -3.972291 2.312647 -1.550786 -1.4 -0.8 0.3
C -3.030871 3.483447 -1.308726 -1.6 1.6 0.8
C -3.494241 4.657607 -0.310476 -0.1 -1.7 0.4
N -2.786631 4.127717 -2.576316 0.5 0.2 -0.6
H -5.396471 0.182977 0.427534 0.3 -0.4 0.0
H -4.106501 -0.301463 -0.763036 0.3 0.1 0.2
H -5.703141 0.250867 -1.256956 0.0 0.4 -0.5
H -3.502691 1.542097 -2.162196 1.0 -0.3 0.2
H -4.863041 2.411667 -2.171156 -0.2 1.5 -0.4
H -2.141671 3.012267 -0.889896 0.3 0.4 0.0
H -2.650141 5.195517 0.121094 0.2 0.0 -0.4
H -4.015811 4.245727 0.553474 0.0 -0.4 0.1
H -4.210151 5.390797 -0.681956 0.2 -0.2 -0.7
H -2.710761 3.439427 -3.311566 0.4 -0.2 -0.2
H -3.637131 4.589587 -2.865116 -0.2 0.5 0.3
C -1.615801 -0.647183 7.508044 -0.3 1.0 -1.6
O -0.651651 -1.087383 6.533384 -1.0 -0.7 0.8
C 0.622489 -1.310713 7.026734 1.1 -1.1 1.4
C 1.388139 -2.235963 6.065604 -0.5 2.2 -1.0
C 2.710209 -2.707593 6.520644 1.4 -1.2 1.6
N 1.580369 -1.455693 4.824274 0.0 -1.5 -0.5
H -2.569871 -0.719813 6.985964 0.0 0.1 0.0
H -1.410351 0.414547 7.644534 -0.2 0.1 0.5
H -1.791561 -1.141673 8.463384 1.0 -0.6 0.0
H 1.135239 -0.385533 7.289864 0.4 0.5 -0.7
H 0.651389 -1.788883 8.005824 -0.7 -0.5 0.4
H 0.784749 -3.132343 5.922284 -0.3 0.2 -0.4
H 3.560219 -2.025373 6.533644 -0.3 0.5 -0.2
H 3.065009 -3.614733 6.031454 -0.2 0.2 -0.7
H 2.633759 -3.082393 7.541324 -0.1 0.2 0.4
H 2.211769 -0.688833 5.006934 -0.3 0.2 -0.1
H 0.692339 -1.169723 4.437304 0.1 0.4 0.1
C 6.718699 0.603327 -2.812976 -0.5 -0.4 -0.6
O 5.650729 1.319277 -3.462076 1.1 2.1 1.7
C 5.390229 2.675797 -2.848336 -1.4 -2.0 -2.1
C 3.900299 2.936317 -3.114416 -1.0 0.0 0.0
C 3.479939 3.080897 -4.600336 0.4 0.0 -0.4
N 3.504239 4.133397 -2.373286 0.4 0.9 0.2
H 6.643849 -0.406073 -3.217466 -0.1 -0.2 0.2
H 6.587129 0.595167 -1.730976 0.2 0.0 0.0
H 7.738699 0.904607 -3.051576 -0.1 0.7 -0.1
H 5.521049 2.705957 -1.766636 0.6 -0.2 -0.1
H 5.920929 3.424867 -3.436006 0.6 0.0 0.4
H 3.296489 2.125127 -2.707616 0.2 -0.3 0.1
H 2.528559 3.577907 -4.789946 0.0 0.4 0.8
H 3.316349 2.151737 -5.146236 0.7 -0.3 0.4
H 4.227109 3.647467 -5.156056 0.1 0.1 0.0
H 3.369819 4.003637 -1.380716 -0.6 -0.9 0.2
H 4.327119 4.711027 -2.276726 0.3 0.8 -0.7
N 5.019119 2.367997 2.165414 -0.3 0.3 0.2
C 5.569109 1.743777 1.092464 1.5 1.0 3.3
N 4.742369 1.227837 0.265714 -2.7 -1.3 -2.3
O 6.741689 1.574967 0.983604 3.9 -0.2 -0.2
H 4.025979 2.495427 2.032994 0.0 0.7 0.7
H 5.634039 2.984367 2.677324 -0.5 0.0 -0.1
H 3.856069 1.710817 0.301654 -0.8 -0.8 -1.0
H 5.216389 0.592397 -0.360076 -1.0 0.2 -0.5
```
Forces are in eV/Å.

Output
SMILES: COC[C@H](C)N.COC[C@H](C)N.COC[C@H](C)N.COC[C@H](C)N.COC[C@H](C)N.COC[C@H](C)N.COC[C@H](C)N.COC[C@H](C)N.COC[C@H](C)N.COC[C@H](C)N.COC[C@H](C)N.NC(N)=O
ΔE to the lowest compared entry with this formula, charge and spin (kJ/mol): 674.3
Net charge: 0
HOMO-LUMO gap (eV): 9.05
HOMO level (eV): -8.64
Energy (hartree): -3403.7681
Spin multiplicity: 1

Löwdin atomic charge list, values in e, 8 entries: atom 1 (C): -0.10, atom 2 (O): -0.24, atom 3 (C): -0.17, atom 4 (C): -0.33, atom 5 (C): -0.07, atom 6 (N): 0.07, atom 7 (H): 0.09, atom 8 (H): 0.09